1.
A cluster of 10 separate species, C32H83N4O21P4 in total in a non-equilibrium geometry. Source: the Open Molecules 2025 dataset; level of theory: wB97M-V/def2-TZVPD.

Structure (ORCA input):
```
! RIJCOSX wB97M-V def2-TZVPD def2/J DEFGRID3
* xyz -1 1
C -0.68579 -0.06554 0.42111
C -0.76679 -0.98433 -0.85416
O 0.47831 -1.54805 -1.18772
H -1.61351 0.45207 0.66507
H 0.03535 0.73552 0.25872
H -0.32681 -0.67035 1.25384
H -1.24873 -0.44620 -1.67041
H -1.44182 -1.77045 -0.51585
C -0.33204 8.18555 4.29162
C 0.56000 7.93615 3.05670
C 0.70326 6.38358 2.71368
C -0.56805 5.57393 2.46559
C -0.45597 4.32735 1.65315
C -1.79514 3.51527 1.66738
H 0.16403 7.72135 5.14399
H -1.33605 7.77955 4.16818
H -0.49050 9.24747 4.47958
H 0.12741 8.45040 2.19849
H 1.59206 8.27674 3.14000
H 1.36649 5.96315 3.46964
H 1.33459 6.33943 1.82622
H -0.99354 5.34667 3.44304
H -1.29248 6.15388 1.89377
H -0.26371 4.58671 0.61206
H 0.35801 3.66291 1.94306
H -2.08405 3.23751 2.68102
H -2.63886 4.10444 1.30806
H -1.67408 2.63857 1.03111
C -0.42167 -3.17153 -4.64028
C -0.12232 -4.43495 -3.96135
O -0.31119 -5.55256 -4.51080
N 0.36186 -4.40607 -2.74238
C 0.77957 -5.52239 -1.96650
H -0.38396 -2.41616 -3.85537
H -1.42024 -3.19354 -5.07670
H 0.29184 -2.82875 -5.38962
H 0.30655 -3.57110 -2.17681
H 1.44710 -5.26858 -1.14304
H 1.25436 -6.26361 -2.60936
H -0.16129 -5.90340 -1.56937
C 3.25141 -0.07405 0.80809
C 3.10317 -1.39128 1.50966
O 3.74431 -1.59547 2.50446
N 2.11957 -2.20240 1.09997
C 1.77962 -3.44114 1.82165
H 2.28242 0.25203 0.43016
H 3.89697 -0.29783 -0.04118
H 3.66050 0.75986 1.37847
H 1.55507 -1.88662 0.32426
H 0.72409 -3.32297 2.06661
H 2.38684 -3.59762 2.71322
H 1.91217 -4.22818 1.07929
C 1.82021 -2.99714 5.79401
C 1.12986 -1.58471 5.69346
O 0.35086 -1.26365 6.61449
N 1.49098 -0.81767 4.60642
C 1.10768 0.55426 4.35313
H 2.51210 -3.01750 6.63601
H 2.35239 -3.27621 4.88462
H 1.19776 -3.83766 6.10093
H 2.08170 -1.22181 3.89381
H 1.75785 1.06484 3.64272
H 1.08441 1.13375 5.27604
H 0.12429 0.66354 3.89586
C 2.53546 -0.10321 -3.43491
C 3.60743 -1.17823 -3.05342
O 4.72366 -1.03956 -3.46353
N 3.21363 -2.19365 -2.28817
C 3.99061 -3.37647 -2.01406
H 1.72260 -0.63751 -3.92673
H 2.89613 0.64374 -4.14208
H 2.12406 0.45733 -2.59547
H 2.25554 -2.13873 -1.97328
H 4.04157 -3.90643 -2.96519
H 3.55688 -4.03792 -1.26408
H 4.98648 -3.10344 -1.66506
C -1.59235 4.48097 -6.62052
O -0.52631 3.56049 -6.68228
P -0.86480 2.07486 -6.07736
O -2.18647 1.53083 -6.39180
O -0.52686 2.26888 -4.50675
C -0.84168 1.32030 -3.50312
O 0.34492 1.21742 -6.65766
C 0.35265 -0.16733 -6.63698
H -1.25793 5.50525 -6.45583
H -2.32322 4.21937 -5.85535
H -2.08502 4.52545 -7.59181
H -1.68532 1.67879 -2.91332
H -1.16524 0.38126 -3.95212
H 0.03456 1.15911 -2.87516
H 1.33910 -0.53041 -6.34855
H 0.10359 -0.48475 -7.64956
H -0.38268 -0.63012 -5.97878
C -5.67333 -4.71132 1.48140
O -4.59886 -5.61238 1.78537
P -4.10251 -6.74859 0.70688
O -5.08247 -7.36093 -0.24491
O -2.82103 -6.02033 -0.01318
C -2.99530 -5.10925 -1.06459
O -3.47816 -7.85117 1.73670
C -2.27957 -7.50651 2.46295
H -6.40400 -4.59051 2.28116
H -6.16836 -4.98129 0.54857
H -5.17549 -3.74914 1.36114
H -4.03247 -4.99181 -1.37855
H -2.51257 -5.53025 -1.94654
H -2.45713 -4.20087 -0.79378
H -2.59030 -7.41287 3.50352
H -1.79504 -6.55781 2.23209
H -1.52866 -8.27524 2.28052
C -2.40789 0.13830 5.80879
O -2.46775 -0.68957 4.65505
P -3.81403 -0.68154 3.71658
O -5.12449 -0.46815 4.41677
O -3.50514 0.42668 2.55959
C -4.41838 0.70985 1.57871
O -3.65187 -2.16139 3.03597
C -2.33754 -2.51634 2.57784
H -1.78298 -0.37187 6.54182
H -3.36350 0.30938 6.30441
H -1.94224 1.09698 5.58033
H -4.28762 1.77666 1.39727
H -5.39840 0.34921 1.89110
H -4.04620 0.21636 0.68090
H -2.34887 -2.89484 1.55573
H -1.97328 -3.33008 3.20493
H -1.69169 -1.63848 2.55951
C 5.15670 2.61465 -1.17319
O 3.82992 3.13298 -0.98629
P 3.51702 4.66588 -1.28481
O 4.42692 5.61384 -0.55728
O 3.46312 4.81611 -2.92674
C 3.41364 6.08785 -3.55617
O 1.91831 4.69496 -0.90858
C 1.12285 3.71449 -1.50887
H 5.87315 3.42035 -1.33336
H 5.25818 1.86518 -1.95811
H 5.48404 2.13089 -0.25291
H 2.40280 6.13143 -3.96165
H 4.20148 6.24945 -4.29190
H 3.47000 6.91555 -2.84918
H 1.65195 2.96615 -2.09890
H 0.39258 4.24440 -2.12042
H 0.52441 3.20346 -0.75467
*
```

Properties
* frontier orbital gap: 7.79 eV
* calculated total energy: -120654.7781 eV
* E_HOMO: -5.8 eV

Atom charges from the Mulliken analysis, given in e for atoms 1 to 8: number 1, C, carries 0.97; number 2, C, carries -0.13; number 3, O, carries -0.30; number 4, H, carries -0.23; number 5, H, carries -0.61; number 6, H, carries -0.47; number 7, H, carries -0.02; number 8, H, carries -0.24

2.
A structure of composition C32H84As3F18N5O5 in a non-equilibrium geometry. Source: the Open Molecules 2025 dataset; level of theory: wB97M-V/def2-TZVPD.

Structure (ORCA input):
```
! RIJCOSX wB97M-V def2-TZVPD def2/J DEFGRID3
* xyz 3 2
C 1.22151 -3.49238 2.25720
C 1.68536 -3.61288 3.71093
N 2.90876 -2.63580 4.07440
C 3.22568 -2.98678 5.55586
C 4.15434 -2.78104 3.11453
C 4.77548 -4.14224 3.08353
C 2.44374 -1.13532 3.96537
C 3.33292 -0.02275 4.72057
O 4.73247 -0.09078 4.61124
C 5.22748 0.57348 3.43884
H 0.49834 -4.28613 2.06990
H 1.91836 -3.63406 1.43112
H 0.73150 -2.52096 2.19144
H 2.16304 -4.59097 3.76786
H 0.93971 -3.72483 4.49806
H 4.04069 -2.32477 5.84845
H 3.59827 -4.01113 5.55578
H 2.31237 -2.78510 6.11559
H 4.99395 -2.27438 3.59039
H 3.79873 -2.39758 2.15817
H 5.40099 -4.41610 3.93314
H 5.51674 -4.11136 2.28499
H 3.96324 -4.83886 2.87599
H 1.42762 -1.17708 4.35764
H 2.44828 -0.95872 2.88978
H 3.06741 -0.13148 5.77213
H 2.87310 0.93127 4.46272
H 6.18049 0.05503 3.33353
H 5.34599 1.64225 3.61710
H 4.73391 0.33154 2.49760
C -3.92087 5.08217 2.66745
C -2.62142 5.71061 1.97976
N -2.14206 5.09245 0.63458
C -1.73980 3.58898 0.82084
C -3.31040 5.21418 -0.44546
C -2.97750 4.59730 -1.80875
C -0.79917 5.80675 0.10243
C -0.81429 7.30891 -0.07773
O -1.99923 7.73084 -0.69659
C -1.63561 8.96457 -1.46472
H -3.75441 4.09646 3.10195
H -4.85143 4.95407 2.11449
H -4.18889 5.66075 3.55148
H -1.79376 5.42507 2.62903
H -2.64222 6.79517 1.87291
H -1.12475 3.16912 0.02490
H -2.67663 3.06015 0.99633
H -1.14623 3.46897 1.72715
H -3.59362 6.26586 -0.40229
H -4.06322 4.56373 -0.00017
H -3.72261 4.67977 -2.60002
H -2.67586 3.55001 -1.79110
H -2.22899 5.23343 -2.28117
H -0.50955 5.29061 -0.81289
H -0.11721 5.52287 0.90395
H 0.11322 7.43183 -0.63693
H -0.66691 7.76627 0.90064
H -2.51488 9.45362 -1.88402
H -1.07882 8.60560 -2.33030
H -0.96554 9.69840 -1.01686
C -1.23218 -7.66870 -3.79709
C -1.88809 -6.23328 -4.07483
N -1.34784 -5.06307 -3.12798
C -1.75348 -5.39189 -1.73967
C 0.17818 -4.82200 -3.29590
C 0.81119 -3.75290 -2.43897
C -2.04111 -3.76697 -3.65854
C -1.46105 -3.00442 -4.92025
O -1.30898 -3.82164 -6.05674
C -0.81479 -3.10939 -7.23954
H -1.68040 -8.41570 -4.45221
H -1.41289 -8.05507 -2.79401
H -0.15819 -7.76313 -3.95750
H -2.97515 -6.29352 -4.02204
H -1.75227 -5.82828 -5.07764
H -2.79209 -5.69022 -1.59690
H -1.70253 -4.49706 -1.11935
H -0.96204 -6.05029 -1.38157
H 0.45587 -4.65385 -4.33644
H 0.68202 -5.76475 -3.08265
H 1.88887 -3.65419 -2.56920
H 0.57643 -3.98552 -1.40028
H 0.54534 -2.72956 -2.70393
H -2.13533 -3.04588 -2.84660
H -3.07349 -4.02482 -3.89477
H -0.52887 -2.54774 -4.58774
H -2.14321 -2.18514 -5.14728
H -0.80211 -3.77235 -8.10464
H 0.26647 -2.98139 -7.18894
H -1.43820 -2.22506 -7.37153
C -4.22952 0.07227 2.85549
C -4.72847 -1.12991 2.15554
C -4.66032 -2.48196 2.97359
O -3.39620 -2.98507 3.34798
C -2.63582 -3.60110 2.40091
N -6.12322 -0.76324 1.70557
H -6.81450 -0.79476 2.44126
H -6.30144 0.15830 1.33261
H -6.42623 -1.47758 1.05904
H -4.71484 0.24687 3.81573
H -4.30539 1.04166 2.36292
H -3.20940 -0.14043 3.17522
H -4.17048 -1.28795 1.23261
H -5.31686 -3.19225 2.47106
H -5.22757 -2.22840 3.86915
H -1.71472 -3.93183 2.88079
H -2.36258 -2.93724 1.58070
H -3.15463 -4.50037 2.06889
C 1.61213 0.87127 -3.75494
C 2.01040 2.05975 -2.88198
C 0.84978 3.10265 -3.00540
O 0.95536 4.21283 -2.09194
C 2.18805 4.93355 -2.03571
N 2.15652 1.56752 -1.41165
H 1.81778 2.34293 -0.86021
H 1.65699 0.71433 -1.20518
H 3.15192 1.50104 -1.25392
H 2.50312 0.24339 -3.75296
H 1.31395 1.11770 -4.77398
H 0.85130 0.18452 -3.38398
H 2.85594 2.69066 -3.15610
H -0.14063 2.71509 -2.76673
H 0.92566 3.31020 -4.07277
H 2.47863 5.12015 -3.06956
H 2.89616 4.32970 -1.46820
H 2.03103 5.82128 -1.42304
As -0.86994 -0.34231 0.01720
F -1.59671 -1.96264 -0.37278
F 0.81550 -1.01459 -0.02576
F -0.21933 1.22334 0.52138
F -2.46734 0.50088 -0.12168
F -1.13268 -0.67730 1.77384
F -0.49862 -0.01941 -1.68533
As 5.06365 -1.14204 -1.74469
F 4.60816 -2.84714 -2.19979
F 3.37303 -0.97550 -1.02639
F 5.48235 0.54890 -1.39156
F 6.73103 -1.55972 -2.49611
F 4.56474 -0.68720 -3.40957
F 5.72587 -1.85041 -0.23391
As 2.05131 3.79023 2.17772
F 0.81071 4.86953 2.82990
F 1.22654 3.56978 0.67980
F 3.21620 2.52889 1.63734
F 2.92096 4.06297 3.68540
F 1.09767 2.47351 2.99885
F 2.97711 5.16381 1.44731
*
```

Properties
* frontier orbital gap (spin up / spin down): 8.44 / 2.16 eV
* <S²>: 0.755
* calculated total energy: -283641.2586 eV
* E_HOMO (spin up / spin down): -15.1 / -15.1 eV

Atom charges from the Mulliken analysis, given in e for atoms 1 to 8: number 1, C, carries -0.79; number 2, C, carries -0.91; number 3, N, carries 0.36; number 4, C, carries -1.11; number 5, C, carries -0.21; number 6, C, carries -1.52; number 7, C, carries -0.29; number 8, C, carries -0.94